ORCA calculation (ωB97M-V with the def2-TZVPD basis set) on the molecule C5H10N2O3.

Results
energy above the lowest of the compared OMol25 structures with the same formula, charge and spin: 189.1 kcal/mol
calculated total energy: -14462.951 eV
structure (SMILES): C/C(C(C)C)=[N+](\[O-])[N+](=O)[O-]
HOMO (spin up / spin down): -8.950 / -8.949 eV

Structure (ORCA input):
```
! wB97M-V def2-TZVPD RIJCOSX def2/J DEFGRID3
* xyz 0 1
C 1.29543 0.76307 -1.27523
C 1.10985 1.03163 1.18001
C 0.30939 -1.90971 0.17201
C 0.31857 0.65645 -0.11406
C -0.37530 -0.58356 0.00008
N -1.68159 -0.68077 -0.01287
N -2.73729 0.63907 -0.03452
O -2.32668 1.72329 0.21626
O -2.31536 -1.73212 0.15601
O -3.82273 0.19109 -0.20124
H 2.13307 0.12869 -1.05337
H 1.02707 0.22602 -2.20073
H 1.63121 1.70578 -1.56597
H 0.58341 1.44072 2.04511
H 1.96825 1.56027 1.00282
H 1.62627 0.12934 1.50275
H 1.22690 -1.92402 0.66388
H -0.36409 -2.60604 0.45326
H 0.74194 -2.16715 -0.79426
H -0.34831 1.40793 -0.13995
*
```

natural (NBO) analysis output, partial charges in e: C -0.598; C -0.591; C -0.662; C -0.311; C 0.247; N 0.134; N 0.607; O -0.333; O -0.459; O -0.270; H 0.200; H 0.214; H 0.224; H 0.221; H 0.214; H 0.199; H 0.230; H 0.253; H 0.232; H 0.248

ORCA calculation (ωB97M-V with the def2-TZVPD basis set) on a structure of composition C38H26IN6O7PbS2.

Results
energy above the lowest of the compared OMol25 structures with the same formula, charge and spin: 0.0 kcal/mol
calculated total energy: -98112.989 eV
HOMO: -10.599 eV

Structure (ORCA input):
```
! wB97M-V def2-TZVPD RIJCOSX def2/J DEFGRID3
* xyz 1 1
Pb 0.04143 -0.19285 0.97440
I -0.10428 -0.74867 3.92431
C -2.13548 -0.21699 4.02188
C -2.74985 -0.41745 5.21934
C -4.11777 -0.08404 5.33995
C -4.78121 0.42719 4.26619
C -4.12733 0.64641 3.02643
C -4.84007 1.20151 1.93203
C -4.20857 1.45881 0.75545
C -2.83370 1.15338 0.61380
C -2.09306 0.57583 1.61208
C -2.74881 0.32368 2.86146
H -2.21074 -0.81897 6.06671
H -4.62152 -0.23868 6.28502
H -5.83130 0.68244 4.34422
H -5.89302 1.42497 2.05989
H -4.75221 1.88854 -0.07701
H -2.36130 1.39657 -0.33553
O 7.00855 3.59129 3.66661
N 5.91899 3.94908 3.28231
O 5.46292 5.06501 3.43365
C 5.09526 2.95308 2.55013
C 5.78320 2.03294 1.85685
C 5.09080 1.04607 1.08363
C 5.77505 0.12747 0.27036
C 5.05764 -0.78121 -0.45950
C 3.65647 -0.76490 -0.35096
N 2.99278 0.08371 0.40589
C 3.69749 0.98745 1.11432
C 2.96848 1.94277 1.92615
N 1.63223 1.80638 1.98694
C 0.92950 2.70751 2.64296
C 1.50445 3.80366 3.28817
C 2.86842 3.92966 3.27994
C 3.64863 2.97411 2.59547
H 6.86414 2.04456 1.87736
H 6.85777 0.15204 0.23355
H 5.54345 -1.50058 -1.10461
H 3.05810 -1.48210 -0.90896
H -0.14791 2.55908 2.66456
H 0.87932 4.52972 3.78925
H 3.34309 4.75616 3.78155
N -1.66476 -3.80513 2.08826
C -1.09144 -3.87336 0.86410
N -0.68328 -2.83822 0.19506
C -0.17441 -3.23831 -1.04834
C 0.33846 -2.39184 -2.02718
C 0.78091 -2.92515 -3.22629
C 0.73382 -4.30115 -3.45474
C 0.24592 -5.16010 -2.48264
C -0.20302 -4.61198 -1.28888
S -0.89145 -5.42784 0.08933
H -1.96247 -2.91489 2.44985
H -2.00991 -4.63480 2.53385
H 0.37954 -1.32245 -1.85117
H 1.14717 -2.26586 -4.00341
H 1.07531 -4.70035 -4.40074
H 0.20457 -6.22818 -2.65443
C 1.25226 3.81924 -2.58281
O 0.44418 2.65848 -2.89802
C 0.12440 1.89140 -1.89447
O 0.42031 2.03676 -0.73665
H 1.83905 4.01418 -3.47256
H 1.88780 3.61598 -1.72754
H 0.59108 4.65559 -2.37151
O 0.34138 -1.46886 -5.74707
S -0.32419 -0.19332 -5.92365
O -1.96186 -0.46806 -5.89420
N -0.13500 0.61106 -4.47028
C -0.88234 0.31473 -3.49854
O -0.62729 0.80727 -2.23033
C -2.01887 -0.59265 -3.50008
C -2.62643 -1.09869 -2.34654
C -3.72388 -1.92402 -2.44324
C -4.23780 -2.24403 -3.70259
C -3.64427 -1.76263 -4.85253
C -2.52578 -0.95059 -4.74443
H -2.22792 -0.84881 -1.37324
H -4.18223 -2.31959 -1.54675
H -5.10876 -2.88161 -3.78420
H -4.01885 -2.00687 -5.83766
*
```

Löwdin analysis output, partial charges in e: Pb 1.159; I 1.055; C -0.608; C -0.151; C -0.064; C -0.022; C -0.160; C -0.027; C -0.063; C -0.151; C -0.319; C -0.269; H 0.095; H 0.113; H 0.120; H 0.119; H 0.110; H 0.076; O 0.104; N -0.338; O 0.087; C -0.062; C 0.074; C -0.126; C 0.010; C -0.024; C -0.106; N 0.059; C -0.153; C -0.142; N 0.018; C -0.139; C -0.014; C 0.028; C -0.052; H 0.138; H 0.128; H 0.115; H 0.108; H 0.104; H 0.118; H 0.111; N 0.109; C -0.692; N -0.001; C -0.329; C -0.056; C -0.069; C -0.063; C -0.077; C -0.471; S 1.102; H 0.070; H 0.099; H 0.069; H 0.077; H 0.112; H 0.113; C 0.026; O 0.030; C -0.570; O 0.038; H 0.104; H 0.094; H 0.106; O -0.409; S 0.991; O -0.222; N -0.027; C -0.315; O 0.069; C -0.087; C -0.011; C -0.047; C -0.038; C 0.021; C -0.251; H 0.091; H 0.113; H 0.116; H 0.132